[1]
This record from OMol25 describes a structure of composition C25H34O4PPdSe2Si. The level of theory is ωB97M-V/def2-TZVPD.

Properties
Kohn-Sham gap: 5.347 eV
ΔE to the lowest compared entry with this formula, charge and spin: 14.7 kcal/mol
HOMO level: -10.2 eV
net charge: +1
lowest unoccupied orbital energy: -4.83 eV

Last column: Mulliken charge in e.
Geometry (Å):
Pd (-0.03234, 1.94815, 0.87777)  -0.221
Se (-0.03693, 4.34634, 1.83801)  0.089
Se (2.26573, 1.56198, 1.47307)  0.372
P (-2.26903, 2.10167, 0.40680)  1.635
Si (0.30202, -1.48297, -0.01255)  0.458
O (-3.52874, 1.13782, 0.53167)  -0.347
O (-2.72786, 3.43557, 1.18301)  -0.274
O (0.08026, -0.33095, 1.03610)  -1.531
O (-2.45062, 2.51419, -1.13266)  -0.514
C (-1.73339, -1.47154, -2.02040)  -0.519
C (-1.37942, -5.29623, 0.40108)  -0.722
C (-0.59719, -3.22796, 2.08100)  -0.398
C (4.33266, -2.38711, 0.71784)  -0.752
C (-0.37228, -3.13897, 0.71291)  0.391
C (-0.73764, -4.18225, -0.12727)  0.064
C (-0.04476, -0.93310, -4.14572)  -0.679
C (-1.62866, -5.37582, 1.76313)  -0.538
C (2.36611, 3.01113, 2.79304)  -0.956
C (-1.47980, 2.04532, -2.08345)  -0.351
C (-1.38443, -1.20589, -4.38324)  -0.534
C (0.13933, 5.00388, -0.00166)  -0.813
C (-3.77624, 0.36882, 1.72076)  -0.636
C (4.69038, -3.18123, -0.36000)  -0.575
C (-2.23391, -1.45203, -3.31392)  -0.694
C (3.50320, 2.23048, 0.12226)  -1.069
C (2.10361, -2.17107, -0.17440)  0.613
C (0.44804, -0.94945, -2.84894)  -0.282
C (3.76068, -3.45725, -1.35282)  -0.678
C (-1.24158, -4.34328, 2.60383)  -0.532
C (-0.37641, -1.25585, -1.76439)  0.879
C (1.89984, 4.36583, 2.30406)  -0.713
C (3.03793, -1.88878, 0.81581)  -0.446
C (-4.07401, 3.94188, 1.17240)  -0.747
C (2.46379, -2.97030, -1.25449)  -0.128
H (-3.55711, 0.93924, 2.62521)  0.356
H (-0.47942, 1.98049, -1.62603)  0.173
H (0.75329, 4.31862, -0.58211)  0.241
H (-2.11759, -6.25090, 2.17004)  0.389
H (3.39718, 3.05977, 3.14584)  0.496
H (-4.25895, 4.49300, 0.25116)  0.277
H (0.62211, -0.73258, -4.97402)  0.449
H (2.75855, -1.28919, 1.67320)  0.511
H (-1.43789, -4.39910, 3.66705)  0.414
H (2.04542, 5.09787, 3.09995)  0.448
H (-3.16906, -0.53647, 1.71694)  0.164
H (-4.16372, 4.60237, 2.03147)  0.269
H (1.73344, 2.65739, 3.61015)  0.441
H (4.37406, 2.65298, 0.61819)  0.410
H (-3.28210, -1.65487, -3.49015)  0.435
H (2.45061, 4.69167, 1.42170)  0.371
H (-4.79137, 3.12759, 1.25418)  0.283
H (1.49529, -0.72700, -2.67874)  0.484
H (5.67987, -3.61407, -0.41918)  0.392
H (3.04344, 2.95943, -0.53995)  0.334
H (-0.54795, -4.13913, -1.19251)  0.275
H (0.57352, 6.00079, 0.00750)  0.440
H (-1.74723, 1.05481, -2.45157)  0.106
H (-1.76338, -1.22497, -5.39603)  0.408
H (-1.46357, 2.75510, -2.90717)  0.345
H (-0.28961, -2.42208, 2.73495)  0.311
H (-2.40523, -1.67289, -1.19323)  0.400
H (3.81048, 1.36565, -0.46243)  0.345
H (-0.86643, 5.03684, -0.41338)  0.287
H (5.04128, -2.16822, 1.50640)  0.429
H (1.74855, -3.21335, -2.02960)  0.336
H (-4.83203, 0.11070, 1.70150)  0.286
H (-1.68137, -6.10006, -0.25788)  0.416
H (4.03861, -4.07041, -2.20004)  0.428

[2]
This record from OMol25 describes a cluster of 3 separate species, C25H35BN3O9 in total. The level of theory is ωB97M-V/def2-TZVPD.

Properties
Kohn-Sham gap: 8.174 eV
HOMO level: -11.4 eV
net charge: +1
lowest unoccupied orbital energy: -3.26 eV

Last column: Mulliken charge in e.
Geometry (Å):
O (-2.56569, 1.81204, -0.66849)  -0.610
O (6.13752, 1.36845, 1.01924)  -0.564
O (0.24584, -3.61577, -2.29559)  -0.562
O (2.92551, 2.99774, -0.76870)  -0.426
O (2.29135, -3.36890, -1.35750)  -0.361
O (-7.15497, 1.14547, 3.63038)  -0.588
O (-1.72435, 0.32248, -1.99464)  -0.610
O (6.81290, -2.47264, -2.00059)  -0.392
O (-7.88447, 0.56603, 1.67734)  -0.673
N (-2.64111, 0.78370, -1.32482)  1.042
N (4.45475, -0.67464, -1.04562)  0.543
N (-7.91152, 1.27013, 2.68020)  1.019
C (6.96128, -1.15470, -1.43860)  -0.443
C (5.46417, -2.64867, -2.51271)  -0.510
C (-8.95358, 3.18075, 3.84804)  -0.368
C (3.03286, -2.76989, -0.27865)  -0.797
C (-3.90838, 0.05107, -1.30557)  -0.024
C (0.05826, -2.28525, -0.27830)  -0.317
C (8.68653, 0.09066, 1.97660)  -0.923
C (0.90169, -3.11912, -1.33578)  0.638
C (5.73701, -0.99771, -0.35777)  -0.136
C (-6.29300, -1.35867, -1.23434)  -0.523
C (1.75080, 1.87560, -0.86994)  -1.212
C (4.50211, -1.38060, -2.41717)  -0.657
C (-4.02120, -1.14609, -2.01179)  -0.268
C (3.34487, 1.62233, -0.35874)  0.526
C (3.20637, -1.18226, -0.33550)  -0.663
C (-6.17762, -0.15749, -0.53970)  -0.223
C (-10.74801, 3.52297, 1.73816)  -0.485
C (-4.98255, 0.55292, -0.57232)  -0.401
C (-5.21906, -1.85091, -1.97109)  -0.515
C (-9.89249, 4.20557, 3.89041)  -0.430
C (-8.91477, 2.33498, 2.74077)  0.106
C (-9.81074, 2.49702, 1.68565)  -0.190
C (7.30417, -0.76606, 1.90641)  -0.385
C (4.30909, 0.76881, -1.50351)  -0.607
C (-10.78514, 4.37732, 2.83637)  -0.400
B (6.30255, -0.03983, 0.81023)  -0.094
H (3.60217, 0.86861, -2.41023)  0.659
H (-4.90422, 1.48564, -0.02440)  0.438
H (7.00892, -0.30049, -2.19157)  0.244
H (5.27912, 1.33699, -1.60597)  0.389
H (-11.51321, 5.18211, 2.87052)  0.371
H (2.28172, -0.80839, -0.92117)  0.636
H (5.66655, -2.04358, 0.13360)  0.065
H (-9.79022, 1.84019, 0.82298)  0.426
H (3.52087, 1.38106, 0.80437)  0.463
H (4.00673, -3.37096, -0.18130)  0.306
H (8.86382, 0.49175, 3.03569)  0.286
H (8.67257, 1.00772, 1.27090)  0.223
H (6.80949, -0.92006, 2.92164)  0.397
H (1.08597, 2.77883, -0.70041)  0.459
H (1.44289, 1.41819, 0.17301)  0.168
H (3.17665, -0.84519, 0.77043)  0.299
H (3.42625, -1.58888, -2.78552)  0.430
H (-3.19214, -1.54038, -2.58946)  0.477
H (5.58371, -2.87938, -3.64207)  0.361
H (0.58323, -1.38491, 0.18220)  0.169
H (-0.85109, -1.85991, -0.85118)  -0.095
H (-0.38869, -2.89630, 0.57988)  0.362
H (-9.92709, 4.87361, 4.74449)  0.369
H (7.91316, -1.12886, -0.79279)  0.478
H (4.91510, -0.64523, -3.21075)  0.527
H (-8.26378, 3.05762, 4.67558)  0.426
H (-7.01872, 0.22226, 0.02989)  0.492
H (2.45818, -3.00750, 0.69890)  0.417
H (6.44756, 1.91896, 0.26962)  0.345
H (-5.31557, -2.78676, -2.51153)  0.388
H (7.60947, -1.79494, 1.46981)  0.259
H (5.04903, -3.62059, -2.06187)  0.186
H (9.59382, -0.54309, 1.64370)  0.300
H (-7.22498, -1.91483, -1.20038)  0.394
H (-11.44818, 3.65985, 0.92097)  0.369

[3]
This record from OMol25 describes a structure of composition C25H35BrN10O4P2S. The level of theory is ωB97M-V/def2-TZVPD.

Properties
Kohn-Sham gap: 7.704 eV
HOMO level: -8.5 eV
lowest unoccupied orbital energy: -0.75 eV

Last column: Mulliken charge in e.
Geometry (Å):
Br (-4.62905, -2.78495, 0.93559)  -0.203
S (-2.20783, -6.23947, 3.26805)  0.151
P (-2.83453, 0.87477, 1.95833)  0.955
P (-2.33206, -0.46980, 0.30234)  -0.119
O (-1.57931, 1.86796, 2.22865)  -0.431
O (0.45530, -1.19236, 1.32537)  -0.082
O (-2.98751, -0.03812, 3.28270)  -0.450
O (-4.10628, 1.56930, 1.66981)  -0.703
N (-5.54506, -1.79102, -8.30039)  -0.412
N (-4.70113, -1.23268, -2.89582)  -0.410
N (-0.74691, -5.48375, 3.17411)  -0.683
N (5.45307, 4.87998, 3.38557)  -0.399
N (-5.67238, -6.70376, -11.08499)  -0.361
N (-5.61551, 0.05406, 4.20269)  -0.499
N (5.00661, 0.34109, -0.25680)  -0.487
N (9.89622, 7.53859, 1.62543)  -0.446
N (2.89327, 2.29146, 2.85409)  -0.384
N (-3.21040, -5.21666, 2.50200)  -0.631
C (-1.06344, -4.36186, 2.51304)  0.631
C (-5.05131, -1.06762, -7.55572)  0.340
C (-5.43382, -2.11444, -2.98627)  0.375
C (-0.41777, -2.19343, 1.58151)  0.522
C (3.06158, -1.54990, 2.71448)  -1.084
C (2.96150, -1.24943, 1.19624)  0.146
C (-2.77279, -2.97893, 1.42980)  -0.128
C (6.22011, 5.37687, 2.68949)  0.360
C (5.45892, 1.08302, 0.49651)  0.399
C (-4.42256, -0.14520, -6.60212)  -0.582
C (10.50960, 6.59710, 1.86815)  0.434
C (-6.36750, -3.24240, -3.09196)  -0.764
C (1.00042, 3.70891, 1.73520)  -0.976
C (-6.59287, 0.45235, 3.75162)  0.418
C (11.29323, 5.39452, 2.17972)  -0.810
C (2.06226, 2.91409, 2.36258)  0.524
C (-4.54364, -5.05908, -9.38889)  -0.529
C (1.60212, -1.59406, 0.54859)  -0.936
C (-2.44282, -4.18590, 2.12154)  0.546
C (6.03085, 2.02493, 1.46570)  -0.595
C (-1.81676, -2.02294, 1.16843)  0.067
C (7.20098, 6.02823, 1.80865)  -0.723
C (-5.17668, -5.98157, -10.34056)  0.269
C (-7.83612, 0.96058, 3.16768)  -0.814
C (-0.09091, -3.34755, 2.22877)  -0.378
H (-7.33207, -2.96342, -2.67185)  0.263
H (6.08353, 1.55802, 2.44728)  0.305
H (-8.39431, 1.51968, 3.91647)  0.300
H (4.13222, -1.69417, 2.95820)  0.380
H (7.03526, 2.30782, 1.15139)  0.363
H (11.05861, 5.05147, 3.18597)  0.273
H (3.75116, -1.79248, 0.65704)  0.392
H (1.54970, -1.01996, -0.39807)  0.310
H (0.92840, -3.54688, 2.55756)  0.261
H (0.72538, 3.26609, 0.77834)  0.239
H (1.34975, 4.72637, 1.56928)  0.344
H (2.74660, -0.69735, 3.33756)  0.210
H (1.55896, -2.65181, 0.23723)  0.458
H (-5.10436, -4.12609, -9.34626)  0.152
H (-6.49944, -3.51580, -4.13755)  0.311
H (-3.52338, -4.84669, -9.70358)  0.251
H (3.11664, -0.17164, 1.07713)  -0.066
H (-4.40563, -0.59316, -5.60900)  0.094
H (-5.97416, -4.09807, -2.54563)  0.259
H (5.41466, 2.91813, 1.53468)  0.008
H (-4.98517, 0.78565, -6.56203)  0.262
H (-4.52406, -5.50780, -8.39725)  0.243
H (-1.16483, 2.08282, 1.38105)  0.265
H (-3.84340, 0.22584, 3.69288)  0.417
H (-3.50885, -0.71108, -0.44267)  -0.113
H (12.35600, 5.62095, 2.11907)  0.323
H (2.55369, -2.46765, 3.04070)  0.264
H (11.05626, 4.60450, 1.46900)  0.270
H (-3.40163, 0.06909, -6.91276)  0.259
H (7.93402, 5.29957, 1.46833)  0.139
H (-8.44464, 0.12993, 2.81468)  0.270
H (6.69565, 6.45433, 0.94370)  0.284
H (-7.60408, 1.61622, 2.32994)  0.260
H (0.12602, 3.73296, 2.38429)  0.299
H (7.71211, 6.82112, 2.34608)  0.334